Record 1
31
Properties=species:S:1:pos:R:3 method="wB97M-V/def2-TZVPD" homo_lumo_gap_ev=6.93 charge=-1 energy_ha=-5855.85790 largest_force_ev_per_a=4.0
C 1.314 0.498 -2.800
C 0.337 0.329 -1.597
O 0.530 1.290 -0.555
Nb -1.241 1.426 0.590
C -0.052 1.197 2.570
I 1.705 -0.026 2.167
C 0.314 2.577 3.215
C 1.629 2.602 4.054
H 2.353 0.251 -2.560
H 0.898 -0.128 -3.609
H 1.193 1.541 -3.137
H -0.670 0.468 -2.030
H 0.420 -0.677 -1.145
H -1.011 3.237 0.626
H -2.286 1.542 -0.922
H -1.391 -0.411 0.557
H -2.817 1.583 1.526
H -0.720 0.647 3.255
H 0.385 3.391 2.480
H -0.516 2.849 3.893
H 1.609 3.550 4.633
H 1.697 1.780 4.777
H 2.527 2.667 3.425
Br 1.203 -3.349 -3.224
C -0.150 -3.995 -1.982
C -1.444 -4.305 -2.686
Br -2.425 -2.681 -3.117
H -0.255 -3.236 -1.210
H 0.273 -4.898 -1.544
H -2.104 -4.873 -2.033
H -1.305 -4.848 -3.617

Record 2
32
Properties=species:S:1:pos:R:3 method="wB97M-V/def2-TZVPD" homo_lumo_gap_ev=9.76 charge=+1 de_lowest_kcal_mol=0.0 energy_ha=-3457.28772 largest_force_ev_per_a=5.4
C -0.875 2.571 0.246
C 1.346 1.877 1.047
C 0.156 0.923 -2.465
C -1.124 -1.132 -2.103
C 0.922 -1.401 2.257
C 1.517 -2.028 0.057
C -1.889 -0.550 0.995
N -0.002 1.488 0.684
N -0.241 -0.144 -1.510
N 0.859 -1.022 0.894
F -1.772 -2.248 0.615
P -0.255 -0.033 0.154
Br -3.477 0.048 0.323
H -0.841 3.304 1.079
H -0.590 2.950 -0.633
H -1.911 2.150 0.225
H 1.417 2.268 2.086
H 2.121 1.112 0.945
H 1.839 2.769 0.481
H 0.470 0.395 -3.393
H -0.648 1.700 -2.860
H 0.946 1.545 -2.021
H -0.774 -1.312 -3.044
H -1.056 -2.015 -1.592
H -2.164 -0.842 -2.160
H 0.453 -0.728 3.021
H 0.443 -2.341 2.593
H 2.002 -1.715 2.443
H 2.558 -2.117 0.206
H 1.028 -3.021 0.293
H 1.347 -1.813 -1.006
H -1.807 -0.636 2.143

Record 3
31
Properties=species:S:1:pos:R:3 method="wB97M-V/def2-TZVPD" homo_lumo_gap_ev=7.83 charge=-1 energy_ha=-748.69647 largest_force_ev_per_a=0.5
C -4.750 1.990 2.533
In -2.572 1.615 2.670
C -1.991 0.666 0.693
C -1.682 1.556 -0.413
O -0.626 2.128 -0.621
O -2.703 1.802 -1.313
H -5.128 1.728 1.537
H -5.295 1.386 3.265
H -4.992 3.044 2.706
H -2.283 0.358 3.891
H -1.636 3.056 3.045
H -1.104 0.073 0.915
H -2.830 -0.004 0.477
H -3.482 1.332 -0.994
C 1.522 -2.457 -0.522
C 1.316 -1.021 -0.995
C 2.318 -0.567 -2.060
O 3.633 -0.315 -1.583
C 4.466 -1.443 -1.474
N 1.245 -0.140 0.158
H 2.363 -2.522 0.170
H 0.636 -2.794 0.015
H 1.709 -3.137 -1.357
H 0.336 -0.967 -1.485
H 1.972 0.383 -2.471
H 2.364 -1.302 -2.878
H 4.278 -2.155 -2.287
H 4.342 -1.970 -0.524
H 5.497 -1.094 -1.545
H 0.907 0.786 -0.108
H 2.172 -0.014 0.553

Record 4
30
Properties=species:S:1:pos:R:3 method="wB97M-V/def2-TZVPD" homo_lumo_gap_ev="6.30 / 7.99" charge=+1 de_lowest_kcal_mol=0.0 multiplicity=6 energy_ha=-566.67314 largest_force_ev_per_a=2.9
C -1.165 0.777 -4.227
Ir 0.032 0.417 -2.748
N 0.878 -1.495 -3.138
H -1.277 1.105 -1.978
H 1.201 1.458 -2.550
H -1.392 1.803 -3.968
H -1.942 0.017 -4.206
H -0.497 0.834 -5.080
H 0.313 -2.227 -2.700
H 1.813 -1.540 -2.734
H 0.974 -1.716 -4.125
O 0.244 -0.696 -0.979
C 0.354 -0.406 0.254
C 0.581 0.985 0.786
C -0.519 1.452 1.749
C -0.306 0.956 3.176
C -0.500 -0.549 3.317
C 0.535 -1.369 2.572
N 0.334 -1.427 1.117
H 1.555 0.958 1.318
H 0.673 1.687 -0.063
H -0.527 2.552 1.750
H -1.506 1.126 1.393
H 0.704 1.222 3.513
H -1.012 1.470 3.836
H -0.397 -0.820 4.371
H -1.510 -0.841 3.008
H 1.546 -0.975 2.781
H 0.495 -2.415 2.897
H 0.320 -2.343 0.658

Record 5
30
Properties=species:S:1:pos:R:3 method="wB97M-V/def2-TZVPD" homo_lumo_gap_ev=8.18 charge=+1 de_lowest_kcal_mol=1.6 energy_ha=-537.75924 largest_force_ev_per_a=3.9
C 3.574 -0.915 0.696
C 1.176 -1.316 0.840
C -3.997 -0.371 0.530
C -2.477 -2.074 -0.451
C 2.645 2.952 -0.866
C -0.280 2.145 -0.526
C 1.840 0.791 -0.187
N 2.199 -0.375 0.474
N -2.740 -1.156 0.620
O 2.837 1.624 -0.336
O 0.534 0.916 -0.684
H 3.996 -1.021 -0.312
H 4.091 -0.173 1.416
H 3.588 -1.805 1.263
H 0.230 -1.037 0.380
H 1.571 -2.293 0.514
H 0.954 -1.461 1.880
H -3.950 0.327 -0.301
H -5.015 -0.912 0.666
H -3.962 0.165 1.400
H -1.701 -2.818 -0.112
H -3.408 -2.639 -0.863
H -2.168 -1.433 -1.371
H 1.794 3.090 -1.561
H 3.567 3.101 -1.414
H 2.594 3.706 -0.085
H -1.281 1.816 -0.339
H -0.288 2.668 -1.439
H 0.135 2.712 0.258
H -2.720 -1.605 1.504

Record 6
31
Properties=species:S:1:pos:R:3 method="wB97M-V/def2-TZVPD" homo_lumo_gap_ev=9.69 de_lowest_kcal_mol=50.3 smiles="CNN(C)C=O.CCOCCN" energy_ha=-592.75843 largest_force_ev_per_a=4.4
C 1.023 -0.675 0.408
C 1.105 0.697 1.050
C 2.380 2.675 1.026
C 3.562 3.318 0.315
C -3.650 -3.100 0.576
C -1.584 -2.276 -1.955
C -1.939 -0.651 -0.149
H 0.193 -1.215 0.850
H 1.946 -1.228 0.576
H 0.897 -0.548 -0.643
H 1.244 0.616 2.151
H 0.194 1.287 0.892
H 1.469 3.282 0.871
H 2.560 2.621 2.111
H 4.461 2.718 0.525
H 3.743 4.316 0.746
H 3.181 2.508 -1.502
H 2.617 4.026 -1.341
H -3.390 -2.554 1.492
H -2.952 -3.926 0.452
H -4.644 -3.478 0.670
H -4.321 -1.567 -0.613
H -2.117 -2.193 -2.898
H -0.658 -1.713 -2.006
H -1.387 -3.338 -1.756
H -2.674 -0.351 0.610
N 3.416 3.430 -1.128
N -3.616 -2.290 -0.637
N -2.368 -1.712 -0.871
O 2.200 1.387 0.489
O -0.888 -0.065 -0.313

Record 7
33
Properties=species:S:1:pos:R:3 method="wB97M-V/def2-TZVPD" homo_lumo_gap_ev="9.54 / 3.13" charge=+2 multiplicity=2 energy_ha=-691.51871 largest_force_ev_per_a=5.5
Rb -0.671 -1.169 -0.218
C 2.278 0.387 -1.621
O 0.940 0.927 -1.570
C 0.877 2.155 -0.931
C -0.567 2.613 -0.587
N -1.058 1.657 0.393
C -2.400 1.989 0.937
C -2.694 0.919 2.022
O -1.628 0.840 3.073
C -1.889 -0.039 4.195
H 2.352 -0.397 -2.375
H 2.439 -0.120 -0.669
H 2.989 1.197 -1.787
H 1.361 2.862 -1.605
H 1.418 2.116 0.014
H -1.273 2.420 -1.394
H -0.618 3.669 -0.319
H -0.537 1.755 1.252
H -3.223 2.136 0.237
H -2.340 3.005 1.329
H -2.897 -0.063 1.596
H -3.669 1.209 2.417
H -2.777 0.263 4.750
H -1.008 -0.023 4.837
H -2.029 -1.058 3.835
C 1.826 -3.429 -1.788
O 1.106 -3.180 -0.820
N 1.452 -3.415 -3.026
N 2.995 -3.933 -1.724
H 2.025 -3.681 -3.813
H 0.468 -3.280 -3.213
H 3.332 -4.276 -2.612
H 3.418 -4.056 -0.815

Record 8
38
Properties=species:S:1:pos:R:3 method="wB97M-V/def2-TZVPD" homo_lumo_gap_ev=4.68 de_lowest_kcal_mol=129.3 energy_ha=-2782.63769 largest_force_ev_per_a=13.5
Zn -0.145 -0.704 0.600
C 0.642 -2.829 1.686
O 0.861 -1.694 1.971
O -0.124 -2.754 0.725
O 1.274 -3.728 2.278
C -1.010 -0.672 -2.380
O -1.043 -0.722 -1.206
N -0.375 -1.469 -3.151
N -1.800 0.037 -3.132
H 0.014 -2.291 -2.711
H -0.138 -1.198 -4.094
H -1.407 0.254 -4.037
H -2.551 0.603 -2.764
C -2.231 -0.087 2.639
O -1.831 -0.295 1.516
N -1.799 0.834 3.445
N -3.235 -0.740 3.201
H -1.350 1.661 3.079
H -2.167 1.041 4.362
H -3.730 -1.525 2.804
H -3.518 -0.475 4.134
C 1.043 3.173 -0.431
C 0.815 1.648 -0.490
C 1.997 0.760 -0.871
O 1.599 -0.624 -0.601
C 2.437 -1.467 -1.256
N 0.373 1.247 0.851
H 1.607 3.483 0.449
H 0.052 3.616 -0.533
H 1.657 3.529 -1.258
H -0.028 1.461 -1.156
H 2.838 0.983 -0.214
H 2.250 0.850 -1.928
H 2.488 -2.334 -0.597
H 3.481 -1.155 -1.261
H 2.162 -1.730 -2.278
H 1.142 1.313 1.502
H -0.251 1.999 1.107

Record 9
29
Properties=species:S:1:pos:R:3 method="wB97M-V/def2-TZVPD" homo_lumo_gap_ev="2.63 / 7.27" charge=-1 de_lowest_kcal_mol=27.9 multiplicity=2 energy_ha=-483.22117 largest_force_ev_per_a=2.1
C -0.949 0.970 -1.052
N -0.654 0.042 0.042
C -1.585 0.223 1.183
C -0.946 0.269 2.612
C 0.266 -0.536 2.735
C 1.501 0.116 2.636
C -0.775 0.219 -2.385
C 0.685 0.055 -2.873
H -2.003 1.302 -0.991
H -0.324 1.873 -1.052
H 0.291 0.187 0.417
H -2.295 -0.633 1.107
H -2.400 0.972 0.992
H -0.806 1.300 3.009
H -1.799 -0.042 3.263
H 0.210 -1.630 2.773
H 1.629 1.156 2.911
H 2.344 -0.559 2.463
H -1.303 -0.720 -2.330
H -1.213 0.803 -3.226
H 1.460 0.438 -2.184
H 0.947 -1.001 -2.981
H 0.812 0.750 -3.707
H -0.623 -3.547 -0.198
H -0.289 -2.028 -0.355
O 0.091 -2.933 -0.448
H 2.893 0.377 -1.168
H 1.946 1.406 -0.582
O 2.889 1.170 -0.613

Record 10
38
Properties=species:S:1:pos:R:3 method="wB97M-V/def2-TZVPD" homo_lumo_gap_ev=7.30 charge=-1 energy_ha=-1536.27485 largest_force_ev_per_a=6.5
C 1.908 -2.516 1.984
O 1.479 -2.447 0.562
B 1.519 -1.065 0.054
O 2.797 -0.695 -0.654
Sb 0.003 0.531 0.295
C 1.702 1.778 1.112
O -0.221 -0.121 2.266
C -1.314 2.222 0.864
C -2.427 2.665 -0.230
F -1.882 3.805 -1.058
C -1.678 -0.651 -0.446
C -1.774 -2.226 -0.084
C -1.112 -3.172 -1.296
F -1.391 -2.644 1.275
P 0.364 1.424 -2.045
O -1.018 1.579 -2.864
O 1.293 0.300 -3.060
O 1.110 2.987 -2.093
H 2.661 -3.381 2.215
H 0.896 -2.608 2.609
H 2.400 -1.493 2.350
H 3.581 -0.822 -0.042
H 2.268 1.097 1.913
H 1.330 2.718 1.700
H 2.505 2.012 0.279
H 0.430 0.387 2.859
H -0.730 3.206 1.191
H -1.910 1.890 1.845
H -3.377 3.111 0.328
H -2.795 1.843 -0.972
H -1.796 -0.573 -1.632
H -2.675 -0.141 -0.027
H -2.940 -2.493 -0.160
H -1.915 -3.992 -1.624
H -0.955 -2.491 -2.234
H -0.171 -3.772 -0.950
H 2.275 0.500 -2.988
H 1.560 3.249 -1.240

Record 11
33
Properties=species:S:1:pos:R:3 method="wB97M-V/def2-TZVPD" homo_lumo_gap_ev=6.65 charge=-1 de_lowest_kcal_mol=30.4 energy_ha=-925.37906 largest_force_ev_per_a=3.3
C 0.985 3.282 0.382
C -0.426 2.570 -0.092
C -0.421 2.016 -1.638
C 0.764 0.934 -1.981
C 1.195 -0.042 -0.736
B 0.077 -1.205 -0.357
O -1.285 -0.684 -0.114
N 0.484 -1.980 0.916
C 0.410 -1.103 2.146
C -0.760 -1.550 3.230
P -0.110 -2.455 -1.847
O -1.671 -2.085 -2.610
O -0.391 -4.071 -1.165
H 0.881 4.462 0.492
H 1.273 2.762 1.416
H 1.880 2.995 -0.353
H -0.799 1.755 0.697
H -1.257 3.425 -0.048
H -0.421 2.880 -2.458
H -1.461 1.449 -1.786
H 1.735 1.548 -2.303
H 0.477 0.282 -2.938
H 1.567 0.558 0.227
H 2.161 -0.640 -1.101
H -1.884 -1.506 -0.068
H 1.432 -2.414 0.801
H 0.194 0.044 1.909
H 1.503 -1.107 2.627
H -1.380 -2.461 2.824
H -1.496 -0.641 3.457
H -0.189 -1.789 4.249
H -1.696 -1.112 -2.861
H -1.377 -4.116 -0.917

Record 12
32
Properties=species:S:1:pos:R:3 method="wB97M-V/def2-TZVPD" homo_lumo_gap_ev=4.23 charge=-2 de_lowest_kcal_mol=5.0 energy_ha=-1172.68776 largest_force_ev_per_a=2.6
Y 0.607 -0.141 0.058
Cl 2.203 -1.372 1.663
C 1.884 1.468 -0.955
H 1.385 2.438 -0.995
H 2.095 1.180 -2.003
H 2.873 1.633 -0.481
Sr 0.944 -3.531 -2.173
C -0.313 -5.299 -0.802
C 2.994 -3.556 -3.753
C -0.330 -1.400 -2.119
H 2.754 -2.953 -4.636
H 3.927 -3.172 -3.293
H 3.173 -4.608 -4.083
H -1.413 -5.151 -0.927
H -0.043 -6.315 -1.168
H -0.052 -5.212 0.292
H -0.434 -0.653 -2.985
H -1.342 -1.963 -2.151
C -3.219 2.357 2.117
Si -1.335 2.344 1.896
C -0.843 3.931 1.014
C -0.541 2.290 3.606
O -0.835 1.025 1.041
H -3.554 3.192 2.747
H -3.559 1.421 2.591
H -3.737 2.432 1.150
H -1.160 4.831 1.547
H 0.243 4.012 0.883
H -1.277 3.996 0.010
H -0.748 1.324 4.089
H 0.551 2.376 3.538
H -0.896 3.074 4.281